Below is a molecular structure, C26H51BeCl5CsMgN5O12P2Si, with properties calculated with ωB97M-V/def2-TZVPD.

The geometry in XYZ format:
```
105
Properties=species:S:1:pos:R:3:lowdin_charge:R:1
H 1.669 -5.726 -6.342 0.06
Cs -3.810 -2.669 3.982 1.73
Cl 3.662 6.111 -0.233 0.53
N -4.095 -4.909 3.110 -0.51
H 5.445 1.613 1.304 0.04
H 5.211 1.182 -0.408 -0.06
H 1.398 15.254 -3.782 0.10
H -0.901 15.095 -2.826 0.11
H 1.128 -1.566 2.231 0.11
C -1.072 -4.485 4.233 -0.11
H -1.737 -4.343 -3.388 0.07
O -0.236 -0.984 -5.312 -0.14
C 4.678 6.052 -1.680 -1.99
H 3.412 0.622 3.277 -0.15
H 2.245 -2.383 1.171 0.13
H -0.936 -2.150 2.531 0.13
N -4.344 -0.031 3.390 -0.06
Cl 6.271 5.443 -1.258 0.54
P -3.208 -5.107 1.569 0.95
H 1.559 1.981 -0.955 0.05
C 1.929 2.523 -0.086 -0.13
C -3.893 0.261 1.988 -0.42
H 0.813 0.193 0.877 0.10
H -1.991 -0.625 1.369 0.10
C -3.185 -3.051 -1.848 -0.49
H -4.756 -4.435 -2.403 0.08
H 0.969 -0.740 -0.688 0.12
C -0.707 12.996 -2.415 -0.07
O -6.211 -7.260 4.716 -0.05
H 2.529 3.381 -0.365 -0.02
H -4.278 -5.825 3.553 0.04
H -4.056 -2.415 2.147 -0.17
H -1.005 -1.814 -0.362 0.15
Be 4.057 0.139 4.608 0.69
O -4.150 1.332 1.554 0.15
H -1.592 -5.821 -2.469 0.09
H -0.395 -4.182 5.028 0.08
C -4.404 -3.429 -2.655 0.03
N -0.601 -2.756 -0.407 0.16
H -1.903 -3.758 4.247 -0.13
C 1.281 -1.885 1.192 -0.08
C 0.143 -2.871 0.873 -0.23
H 8.478 0.053 4.381 0.07
H -1.696 12.882 -1.993 0.10
O -4.371 -5.503 0.493 -0.25
O -2.045 -2.173 -4.102 -0.13
H -4.298 -2.507 0.403 0.11
Cl 3.935 5.032 -2.893 0.48
H 7.724 0.057 5.933 0.08
H -5.961 -7.138 5.638 0.04
N 1.380 11.979 -3.013 0.03
N -2.412 -4.139 -1.368 -0.04
H 1.104 2.793 0.581 0.03
O -2.910 -1.899 -1.641 0.08
H -0.153 10.932 -2.150 0.10
C 0.151 11.912 -2.504 -0.16
Mg 3.472 9.111 -3.904 0.45
H -0.458 -4.492 -2.182 0.09
C -2.359 -3.421 1.094 -0.36
O 2.720 -0.245 0.253 -0.20
C -0.262 14.223 -2.878 -0.08
H 0.665 -3.826 0.785 0.15
H 2.317 -4.789 -4.982 0.07
C -3.031 -0.781 1.065 -0.05
C 2.917 1.473 2.723 -0.17
C -3.524 -2.302 1.141 -0.24
C -1.497 -4.742 -2.395 0.00
H -3.484 -0.291 3.912 -0.01
H -1.136 -4.691 0.007 0.15
Cl 4.848 7.734 -2.348 0.26
O -0.697 -4.218 -5.067 -0.03
H -4.885 -4.746 0.172 0.05
C -1.691 -3.773 -0.241 -0.34
C -0.384 -4.314 2.815 -0.19
H -5.016 -0.807 3.321 -0.03
C 4.816 1.781 0.409 -0.29
O 0.142 -6.101 -4.170 -0.07
H 8.420 1.508 5.322 0.08
C 1.486 -4.875 -5.683 -0.02
H 3.444 2.371 3.059 0.06
H -1.412 -5.506 4.374 0.08
H 1.442 -3.969 -6.285 0.07
H 4.884 2.837 0.182 -0.03
H -5.036 -4.545 2.827 0.01
C 1.013 14.315 -3.410 -0.07
O 6.613 0.992 4.425 -0.32
H -0.102 -2.736 -1.315 0.13
C -0.991 -3.120 1.962 -0.20
C 7.786 0.656 4.999 -0.35
C 1.341 -0.597 0.329 -0.23
H 0.659 -4.038 2.981 0.11
H -6.931 -6.635 4.579 0.04
H -0.375 -5.217 2.210 0.10
P -0.805 -1.302 -3.937 -0.07
Si 3.055 1.298 0.837 0.46
O -1.243 -0.029 -3.219 -0.20
H 2.792 13.190 -3.867 0.10
C 1.788 13.167 -3.456 -0.16
H -4.146 -3.467 -3.714 0.10
H -5.209 -2.707 -2.537 0.09
C 0.176 -5.093 -4.908 -0.74
H -3.116 -0.350 0.069 0.11
H 1.892 1.517 3.103 0.04
O 0.247 -2.004 -3.068 -0.32
Cl 4.992 2.320 -2.224 -0.09
```

Summary:
gap between HOMO and LUMO: 1.315 eV
energy: -155251.31094 eV
HOMO: -6.04 eV
charge: 0
multiplicity: 1



Below is a molecular structure, C26H51Cl3N2O3PPdSi, with properties calculated with ωB97M-V/def2-TZVPD.

The geometry in XYZ format:
```
88
Properties=species:S:1:pos:R:3:lowdin_charge:R:1
O -2.467 0.051 -1.212 -0.09
H -2.881 2.131 -0.591 0.05
H -2.757 3.618 0.408 0.05
C 3.193 -1.602 -4.265 -0.14
H 3.314 -3.968 -2.957 0.06
H -3.345 -3.547 -0.293 0.01
C -2.383 3.108 -0.491 -0.15
H -1.242 0.974 -2.598 0.10
P -0.228 2.222 1.116 0.90
C 4.103 2.505 -1.917 -0.11
C -1.888 0.126 -2.295 -0.35
C -0.061 -4.162 0.714 -0.31
Cl 1.267 -0.076 3.466 -0.07
H 1.885 4.649 0.781 0.06
H -1.567 -1.210 -5.296 0.08
H -1.865 3.129 2.487 0.07
H -0.346 -0.078 5.113 0.04
Cl -2.817 -1.309 1.836 0.29
H -1.187 0.465 -4.760 0.08
C -1.146 -0.598 -4.488 -0.08
H 0.675 1.358 -3.372 0.08
H -0.130 -4.342 -0.372 0.01
C -2.917 -4.014 0.601 -0.24
H 3.323 3.684 1.164 0.07
C 1.623 1.674 -2.930 -0.05
C -1.030 -3.271 3.218 -0.24
C 2.026 3.016 -3.049 -0.11
H -1.320 5.417 2.921 0.07
C 3.543 -2.673 -5.259 -0.13
H 5.067 2.812 -1.502 0.09
N -1.952 -0.793 -3.290 -0.19
Pd -0.663 0.152 1.990 0.34
H 4.325 0.432 -1.311 0.12
H -1.493 -2.741 -2.641 0.10
H 3.620 4.464 -2.725 0.09
C -1.359 0.180 4.782 -0.38
H -1.905 -3.353 3.872 0.01
C -2.368 -2.154 -2.999 -0.05
H 2.091 3.926 2.404 0.07
H 3.157 -2.391 -6.252 0.06
N -2.313 -0.400 5.491 -0.17
H 1.737 2.400 -0.285 0.05
H -2.903 -1.686 7.014 0.08
C 3.278 3.429 -2.568 -0.13
H 2.063 1.611 1.281 0.04
H -0.113 -5.149 1.211 0.02
H -0.090 -0.866 -4.292 0.07
C -3.715 -0.189 5.155 -0.04
C 3.684 1.172 -1.793 -0.05
H -3.749 -4.127 1.308 0.01
H -2.745 -2.566 -3.948 0.08
H -1.165 5.258 1.189 0.06
H -3.916 -0.515 4.125 0.04
H -3.966 0.875 5.238 0.09
C 3.119 -3.142 -2.265 -0.05
O -1.587 0.924 3.785 -0.22
H 3.971 -3.069 -1.574 0.08
C -0.862 2.906 -0.464 -0.38
H -1.288 -2.048 6.328 0.09
H 4.629 -2.828 -5.349 0.06
H -4.294 -0.780 5.863 0.08
H -1.490 -0.679 7.421 0.09
H 3.101 -3.636 -4.965 0.06
H 2.237 -3.384 -1.658 0.07
C 1.589 2.485 0.808 -0.37
C 2.074 -0.786 -2.184 -0.52
H -3.163 -2.156 -2.241 0.07
C 2.913 -1.841 -2.978 -0.24
H -0.329 3.848 -0.694 0.09
H 3.136 -0.569 -4.651 0.10
H -0.460 -4.207 3.336 0.02
Si -1.504 -3.006 1.360 -0.06
H -2.609 -5.029 0.313 0.03
H 2.414 -1.054 -1.150 0.10
C 2.470 0.736 -2.329 -0.15
C -0.737 4.920 2.135 -0.14
Cl -0.216 -1.386 0.286 0.36
C -0.817 3.420 2.354 -0.41
H -0.572 2.197 -1.256 0.05
H 1.372 3.739 -3.555 0.10
C 2.238 3.766 1.326 -0.15
H -2.651 3.714 -1.373 0.07
H -0.308 3.120 3.277 0.07
H -0.402 -2.451 3.591 -0.02
C -1.982 -1.254 6.626 -0.04
O 0.809 -1.101 -2.389 -0.27
H 0.934 -3.720 0.920 0.01
H 0.285 5.294 2.209 0.05
```

Summary:
gap between HOMO and LUMO (alpha / beta): 5.864 / 4.842 eV
energy: -95128.22343 eV
HOMO (alpha / beta): -3.52 / -3.51 eV
charge: -1
⟨S²⟩: 2.01
multiplicity: 3



Below is a molecular structure, C26H51Cl3O2P2Si2V, with properties calculated with ωB97M-V/def2-TZVPD.

The geometry in XYZ format:
```
87
Properties=species:S:1:pos:R:3:lowdin_charge:R:1
H 0.533 -0.463 5.406 0.07
H 0.441 -1.889 -3.372 0.06
H -1.651 5.041 -0.585 0.02
H 5.562 -0.112 1.642 0.04
H -3.730 1.968 -3.287 0.08
H 0.520 -4.589 -0.853 0.10
C 1.810 -4.876 0.861 -0.12
C 0.323 3.937 2.712 -0.16
C 0.577 2.396 0.064 -0.36
Cl 1.949 -2.008 4.295 0.61
C 4.840 -0.481 -1.226 -0.16
C -4.360 3.125 -0.985 -0.12
C 2.089 -2.700 -2.174 -0.53
C 0.766 -4.069 0.089 -0.52
C 1.433 0.898 -1.495 -0.19
H -4.256 1.616 2.730 0.08
H 2.518 -2.049 1.630 0.01
C 3.036 -3.901 -2.213 -0.12
H -2.275 1.057 -2.849 0.06
H -2.262 3.066 -1.474 0.08
H -5.197 2.447 -0.770 0.08
Cl 2.079 0.959 4.317 0.63
H 2.118 1.940 1.623 0.08
H 0.210 -3.579 -2.905 0.06
H -4.453 0.132 0.036 0.11
H 2.077 -4.375 1.801 0.07
H -0.391 -3.196 1.721 0.06
O -0.949 0.518 3.594 -0.04
H 1.389 -3.160 -4.167 0.08
H 4.429 1.244 1.857 0.03
C 0.441 1.883 -1.287 -0.20
H -1.974 2.191 2.453 0.04
H -2.324 -0.779 -0.797 -0.06
H -2.705 -0.476 2.496 0.06
C 4.501 0.158 1.732 -0.17
C -0.514 -3.941 0.922 -0.12
H 3.606 -2.850 0.454 0.05
H 2.514 -4.831 -1.953 0.07
H -0.265 2.252 -2.018 0.10
H -4.626 3.696 -1.886 0.08
C -3.890 0.462 0.926 -0.53
C 2.218 0.770 -0.282 -0.35
V 0.243 0.382 0.113 0.64
H -0.944 -2.039 -0.777 -0.06
H 2.722 -5.058 0.281 0.06
H -5.201 2.185 1.330 0.05
H 1.376 -5.854 1.109 0.08
H -0.970 5.946 0.796 0.04
H 3.905 -3.786 -1.553 0.07
H 4.672 -1.318 -1.913 0.02
H -5.641 0.675 2.141 0.08
H -3.857 0.543 -2.237 0.07
C -0.074 -0.339 3.359 -0.75
H -2.905 -1.495 1.044 0.06
C 1.712 1.743 0.634 -0.18
H 0.102 5.363 -0.500 0.04
C 0.964 -2.838 -3.207 -0.12
C -1.534 -1.308 -1.350 -0.29
P 1.376 -2.381 -0.455 1.01
H 0.158 3.115 3.422 0.02
C -0.791 5.123 0.091 -0.16
H -4.261 3.845 -0.162 0.07
C -3.074 2.350 -1.264 -0.52
O 0.018 -1.082 2.314 -0.14
P -2.435 1.401 0.242 1.01
H -0.108 4.859 3.123 0.04
H -1.031 -0.761 -2.155 0.02
C -3.405 -0.769 1.696 -0.11
Si 3.623 -0.381 0.177 0.53
Cl -2.784 -2.652 -2.463 0.22
H 1.625 0.356 -2.412 0.11
H 4.813 0.456 -1.797 0.04
H 2.658 -1.783 -2.394 0.07
H 5.842 -0.584 -0.786 0.03
C 2.842 -2.065 0.573 -0.41
Si -0.477 3.575 1.069 0.52
H -4.267 -1.273 2.154 0.09
H 4.086 -0.325 2.625 0.00
C -3.238 1.421 -2.471 -0.12
H -1.376 -3.661 0.307 0.05
H -2.923 3.415 1.535 0.05
H 1.402 4.080 2.586 0.04
H -0.746 -4.909 1.389 0.08
C -4.794 1.299 1.828 -0.12
C 1.031 -0.483 4.433 -0.95
C -2.102 2.683 1.473 -0.40
H 3.415 -4.012 -3.239 0.08
```

Summary:
gap between HOMO and LUMO (alpha / beta): 7.108 / 6.643 eV
energy: -129473.50673 eV
HOMO (alpha / beta): -7.68 / -7.13 eV
charge: 0
⟨S²⟩: 0.76
multiplicity: 2



Below is a gas-phase ion, C26H51FN5O2S3 (charge +1), with properties calculated with ωB97M-V/def2-TZVPD.

The geometry in XYZ format:
```
88
Properties=species:S:1:pos:R:3:lowdin_charge:R:1
H 2.317 -3.011 -5.196 0.07
H -5.371 -0.324 -0.971 0.10
H 2.849 4.460 -0.157 0.11
C -2.826 -2.660 -1.132 -0.23
H 2.273 3.335 -1.364 0.11
F -1.873 0.383 -1.487 -0.07
H 1.451 -4.444 -4.633 0.07
C 0.445 -1.432 2.899 -0.09
H -2.681 4.652 2.509 0.11
H -0.816 4.809 1.531 0.09
C 1.006 3.471 0.360 -0.22
H 0.008 -2.310 3.374 0.08
H -3.465 -1.592 1.048 0.12
H 4.135 -2.266 2.456 0.06
H -2.429 3.328 0.786 0.15
H 0.552 2.494 0.154 0.10
H 0.358 -1.894 -5.234 0.10
S 0.396 -2.781 -0.993 0.85
H 0.384 -1.874 -3.506 0.05
H -2.162 -1.967 -0.609 0.07
H 5.661 -2.532 1.643 0.07
H -1.921 -1.726 -3.402 0.11
C -0.948 -3.361 -4.390 -0.20
C -0.136 4.621 2.365 -0.19
C 0.116 -1.423 1.402 -0.33
S -2.802 1.599 -1.344 0.66
H 4.909 0.485 1.606 0.11
H 4.346 -1.652 -0.511 0.11
S -0.497 -5.490 -1.703 0.79
C 4.588 -2.438 1.478 -0.10
N -3.057 2.828 3.439 0.11
N -3.198 1.438 0.288 -0.05
C 1.652 -3.397 -4.424 -0.10
H 0.836 -0.804 0.864 0.08
C 3.887 1.467 -0.853 -0.21
H -4.683 -2.652 -2.169 0.13
H -5.024 -1.036 1.547 0.13
C 0.125 -2.831 0.807 -0.48
N -2.120 -3.456 -2.131 -0.19
H 2.215 -3.304 -3.495 0.05
H -0.587 4.619 4.507 0.11
C -2.037 -2.813 -3.468 -0.19
H -5.746 -1.892 -0.362 0.12
C -0.862 -3.927 -1.640 -1.07
H -1.356 -3.277 -5.397 0.11
H 0.305 5.580 2.635 0.12
C 5.239 0.854 -0.490 -0.22
O -2.027 2.780 -1.380 -0.19
H -0.799 -3.365 1.028 0.08
H -3.325 2.380 4.301 0.17
C 3.351 2.398 0.248 -0.20
H 6.209 -0.447 0.899 0.11
H -2.879 4.704 4.263 0.13
H -3.798 -1.205 -2.452 0.08
H -0.877 -1.005 1.255 0.07
C 0.367 -2.550 -4.362 -0.26
H 1.027 2.767 2.393 0.10
H 4.206 -3.386 1.103 0.07
C 2.387 3.480 -0.288 -0.20
O -3.960 1.410 -2.119 -0.16
H -3.000 -2.986 -3.951 0.12
H 1.983 4.197 2.118 0.12
H 5.653 0.314 -1.346 0.11
H 0.917 -3.417 1.273 0.08
H -3.189 -3.359 -0.367 0.14
N -2.875 2.488 1.122 0.18
C -3.236 2.118 2.351 -0.33
H 3.248 -0.976 0.690 0.08
C 4.281 -1.285 0.515 -0.27
H 0.041 -0.541 3.383 0.06
C -3.758 0.470 1.086 -0.22
H -0.772 -4.421 -4.223 0.08
N -3.786 0.888 2.327 0.23
C -4.046 -1.919 -1.671 -0.17
C -2.433 4.152 3.442 -0.13
C -0.896 4.097 3.604 -0.15
H 0.379 4.203 -0.156 0.10
C 1.027 3.730 1.879 -0.19
C -4.910 -1.231 -0.584 -0.15
H 5.948 1.659 -0.276 0.11
H 1.520 -1.428 3.067 0.07
C -4.266 -0.905 0.775 -0.08
H 3.167 0.659 -1.006 0.10
H -0.609 3.055 3.762 0.10
H 3.999 2.027 -1.782 0.11
H 4.213 2.888 0.704 0.11
H 2.863 1.788 1.011 0.10
C 5.195 -0.083 0.718 -0.22
```

Summary:
gap between HOMO and LUMO: 7.011 eV
energy: -74549.75077 eV
HOMO: -10.30 eV
charge: +1
multiplicity: 1



Below is a molecular structure, C26H52F3O37S10, with properties calculated with ωB97M-V/def2-TZVPD.

The geometry in XYZ format:
```
128
Properties=species:S:1:pos:R:3:lowdin_charge:R:1
H -3.542 2.797 1.241 0.09
C 4.653 -4.785 4.372 -0.17
C 3.678 -4.144 3.388 -0.18
O 3.193 1.775 -3.698 -0.20
H 4.993 0.849 -6.298 0.14
O 1.092 0.629 -4.412 -0.28
S -1.518 -0.196 -4.557 0.72
C 4.074 -10.065 3.459 -0.18
O 2.658 -1.275 -8.208 -0.24
H 6.806 6.789 -3.778 0.14
H -2.957 0.928 1.496 0.13
C -5.572 1.728 3.288 -0.37
H 0.573 -2.160 -0.089 0.13
H -1.679 4.385 0.906 0.11
F -8.011 6.575 2.475 0.05
C 1.700 -0.305 -0.224 -0.17
S -6.330 2.152 1.640 1.09
S 1.883 4.606 -0.443 0.68
H -3.563 0.862 3.918 0.15
H 5.193 1.397 -3.925 0.13
O 2.843 -10.916 6.435 -0.24
H -0.385 4.475 2.292 0.11
O 4.089 9.461 -2.009 -0.23
O 4.570 7.013 -2.159 -0.22
O -2.736 0.816 -4.169 -0.19
H -4.067 -2.051 -3.215 0.14
O 6.271 8.511 -1.119 -0.23
H -3.629 2.729 4.164 0.12
H 3.504 6.689 1.741 0.14
H 2.429 7.977 -0.373 0.12
C 5.410 -10.501 4.054 -0.17
O 2.849 4.938 0.830 -0.19
C -3.951 1.867 3.402 -0.23
C -7.288 5.247 2.462 -0.26
C 0.560 -4.087 -7.855 -0.17
C -3.880 0.057 -3.780 -0.18
O 4.861 -6.112 3.892 -0.20
H -6.040 2.471 4.097 0.11
O 2.054 -2.940 -6.446 -0.20
H 1.187 -0.049 -1.154 0.12
O 3.115 -10.998 3.952 -0.19
C 4.663 6.538 -3.501 -0.16
H -8.962 -4.489 3.949 0.14
C 2.111 7.037 0.087 -0.16
H -8.794 2.340 1.397 0.15
O -0.395 0.100 -3.697 -0.28
O -2.213 -1.575 -4.030 -0.20
C -1.502 4.157 2.059 -0.26
O -1.413 -0.258 -5.996 -0.21
O 1.605 6.145 -0.904 -0.19
H 3.481 1.788 -6.449 0.14
O 2.330 0.039 3.029 -0.23
S 2.465 0.360 -4.053 0.72
H -4.475 0.611 -3.049 0.13
C -3.136 1.998 1.992 -0.21
H -8.343 2.728 3.183 0.15
H -10.161 -3.183 4.165 0.14
C 1.585 -1.790 0.108 -0.16
H 4.778 5.451 -3.514 0.13
H -2.630 6.111 2.393 0.09
S 2.625 -2.696 -7.954 0.68
O 1.106 0.380 0.878 -0.21
H 5.617 -4.265 4.366 0.14
H -5.940 0.646 3.633 0.10
H -1.481 2.360 3.551 0.12
S 1.266 -0.521 2.227 0.66
C 4.384 1.891 -4.473 -0.17
H -2.961 -1.101 -2.183 0.13
H 2.307 -2.398 -0.442 0.14
H 2.749 0.003 -0.291 0.14
S 5.184 8.521 -2.073 0.68
O 3.728 -13.007 5.296 -0.24
O -6.917 -1.027 2.698 -0.29
H -8.549 -1.787 5.359 0.13
H -0.475 -4.134 -8.201 0.14
O 0.649 4.044 0.055 -0.25
H -4.484 -0.131 -4.673 0.13
H 3.740 6.811 -4.024 0.14
S 4.661 -6.143 2.275 0.67
S -7.063 -2.446 2.932 0.69
O 2.685 3.968 -1.463 -0.24
C -2.463 5.095 2.998 -0.14
C -3.328 -1.245 -3.205 -0.18
O -6.920 -2.716 4.534 -0.19
H -5.663 3.178 0.955 0.04
O -6.287 -3.443 2.230 -0.21
C -9.101 -3.405 4.013 -0.16
O 4.064 -4.635 2.106 -0.20
H 2.651 -4.473 3.580 0.14
O 5.963 -6.192 1.651 -0.23
C 5.869 7.253 -4.105 -0.17
H 5.825 -11.355 3.509 0.13
C -8.016 2.942 2.075 -0.30
F -7.125 4.865 3.882 0.05
O 1.362 -3.336 -8.764 -0.19
H -1.962 5.436 4.021 0.09
H 1.311 7.238 0.806 0.13
C 3.271 6.297 0.748 -0.17
H 5.836 7.275 -5.197 0.14
H 0.455 -4.018 -5.671 0.14
C 4.082 1.164 -5.780 -0.16
O -0.055 -0.791 2.749 -0.26
H 4.170 6.335 0.123 0.12
O 1.819 -1.878 1.512 -0.21
H 3.792 -9.068 3.811 0.12
O 3.301 0.028 -5.413 -0.20
F -5.943 5.532 1.914 0.04
S 3.606 -11.570 5.398 0.68
O -8.121 4.347 1.656 -0.05
H 0.972 -5.100 -7.800 0.13
H -3.554 4.665 3.168 0.05
O 3.605 -7.083 1.969 -0.24
H 0.056 -2.478 -6.481 0.12
C -1.604 2.532 2.400 -0.18
H 4.087 -10.073 2.366 0.14
O 5.106 -10.930 5.379 -0.19
C 0.694 -3.367 -6.516 -0.17
H 4.641 2.941 -4.631 0.13
O 2.841 -0.607 -3.045 -0.23
H 4.258 -4.805 5.391 0.14
O 3.769 -3.559 -8.148 -0.23
H -0.789 1.993 1.739 0.10
H 6.143 -9.690 4.070 0.14
H -8.207 -3.413 6.012 0.14
C -8.223 -2.802 5.107 -0.17
O 5.824 8.575 -3.573 -0.18
O -8.642 -2.825 2.793 -0.19
H 3.719 -3.052 3.411 0.13
```

Summary:
gap between HOMO and LUMO: 7.377 eV
energy: -220043.41210 eV
HOMO: -10.83 eV
charge: +1
multiplicity: 1



Calculated maximum force in order - 0.1411, 0.0568, 0.1278, 0.0193, 0.2013 hartree/bohr